# 1
Density functional theory data (wB97M-V/def2-TZVPD) for 7 unconnected molecules or ions with the total composition C35H73N2O19P2S6.

E_HOMO	-11.78	eV
Kohn-Sham gap	8.561	eV
2S+1	1
net charge	+1
energy above the lowest of the compared OMol25 structures with the same formula, charge and spin	0.0	kJ/mol

Last column: Löwdin charge in e.
Positions of all 137 atoms, in Å:
C (-2.967, -3.571, -2.114)  -0.109
C (-3.149, -3.290, -3.603)  -0.248
C (-2.125, -2.296, -4.153)  -0.200
C (-2.598, -0.824, -4.083)  -0.168
C (-1.625, 0.176, -3.455)  -0.166
C (-0.968, -0.314, -2.167)  -0.123
C (-0.135, 0.788, -1.489)  -0.291
O (-0.911, 1.467, -0.501)  -0.068
C (-0.743, 1.060, 0.853)  -0.288
P (-2.316, 1.225, 1.772)  0.466
O (-2.202, 0.536, 3.064)  -0.245
O (-3.404, 0.717, 0.763)  -0.074
O (-2.578, 2.792, 1.890)  -0.086
C (-0.229, -0.353, 1.087)  -0.295
O (-1.152, -1.363, 0.914)  -0.090
N (-1.177, -2.265, 2.184)  0.105
O (-1.479, -3.315, 1.894)  0.180
N (0.953, -0.676, 0.172)  0.178
C (1.211, 0.311, -0.941)  -0.483
C (2.022, -0.404, -2.031)  -0.029
P (2.341, 1.648, -0.316)  0.808
O (3.661, 1.068, 0.012)  -0.389
H (-3.645, -4.347, -1.758)  0.070
H (-3.171, -2.673, -1.523)  0.064
H (-1.936, -3.872, -1.909)  0.067
H (-3.075, -4.234, -4.150)  0.105
H (-4.161, -2.916, -3.783)  0.108
H (-1.160, -2.445, -3.665)  0.090
H (-1.969, -2.513, -5.207)  0.062
H (-3.567, -0.745, -3.592)  0.096
H (-2.746, -0.530, -5.125)  0.080
H (-2.193, 1.073, -3.187)  0.096
H (-0.862, 0.503, -4.170)  0.122
H (-1.750, -0.596, -1.457)  0.123
H (-0.372, -1.208, -2.359)  0.093
H (0.109, 1.537, -2.249)  0.152
H (-0.095, 1.759, 1.379)  0.060
H (-4.319, 0.842, 1.061)  0.120
H (-1.779, 3.292, 2.113)  0.092
H (0.134, -0.385, 2.119)  0.150
H (0.722, -1.575, -0.264)  0.175
H (1.812, -0.823, 0.714)  0.186
H (1.710, -1.443, -2.148)  0.096
H (1.872, 0.089, -2.991)  0.111
H (3.087, -0.396, -1.797)  0.081
H (2.271, 2.549, -1.393)  0.050
H (1.703, 2.265, 0.769)  0.025
C (-4.480, -0.652, -10.218)  -0.216
C (-5.054, -1.793, -9.368)  -0.203
C (-4.394, -1.711, -7.987)  -0.208
S (-3.979, 0.019, -7.738)  0.663
O (-2.541, 0.157, -7.671)  -0.329
O (-4.792, 0.587, -6.690)  -0.325
C (-4.535, 0.594, -9.340)  -0.226
H (-5.041, -0.509, -11.140)  0.117
H (-3.444, -0.871, -10.486)  0.116
H (-6.135, -1.667, -9.273)  0.118
H (-4.877, -2.766, -9.824)  0.117
H (-5.055, -2.018, -7.179)  0.109
H (-3.462, -2.272, -7.934)  0.071
H (-3.885, 1.403, -9.665)  0.108
H (-5.555, 0.957, -9.218)  0.110
C (0.842, -3.949, -9.567)  -0.216
C (1.266, -2.474, -9.535)  -0.207
C (0.375, -1.763, -8.509)  -0.210
S (-0.087, -3.017, -7.306)  0.675
O (-1.514, -3.231, -7.385)  -0.332
O (0.543, -2.741, -6.038)  -0.326
C (0.733, -4.388, -8.111)  -0.224
H (1.554, -4.565, -10.113)  0.118
H (-0.130, -4.045, -10.057)  0.119
H (2.312, -2.403, -9.230)  0.118
H (1.178, -2.007, -10.514)  0.116
H (0.885, -0.960, -7.982)  0.106
H (-0.548, -1.386, -8.946)  0.092
H (0.142, -5.288, -7.958)  0.110
H (1.713, -4.497, -7.646)  0.109
C (-4.691, 4.055, -4.155)  -0.208
C (-3.814, 4.286, -2.916)  -0.211
C (-4.460, 3.527, -1.753)  -0.213
S (-5.348, 2.142, -2.495)  0.666
O (-6.757, 2.313, -2.251)  -0.312
O (-4.703, 0.903, -2.131)  -0.332
C (-4.979, 2.559, -4.193)  -0.232
H (-4.195, 4.382, -5.068)  0.118
H (-5.625, 4.613, -4.061)  0.122
H (-2.812, 3.893, -3.102)  0.110
H (-3.714, 5.345, -2.682)  0.114
H (-3.733, 3.127, -1.049)  0.083
H (-5.195, 4.131, -1.225)  0.106
H (-5.823, 2.281, -4.818)  0.105
H (-4.102, 1.985, -4.491)  0.089
C (0.600, 1.252, 6.627)  -0.206
C (0.519, 2.783, 6.584)  -0.197
C (1.406, 3.257, 5.427)  -0.199
S (1.416, 1.913, 4.242)  0.691
O (2.747, 1.380, 4.089)  -0.311
O (0.704, 2.310, 3.030)  -0.383
C (0.404, 0.787, 5.183)  -0.223
H (-0.160, 0.828, 7.281)  0.127
H (1.576, 0.945, 6.997)  0.079
H (-0.515, 3.087, 6.405)  0.122
H (0.839, 3.231, 7.520)  0.083
H (1.028, 4.149, 4.933)  0.105
H (2.439, 3.416, 5.732)  0.105
H (0.742, -0.230, 4.992)  0.109
H (-0.626, 0.908, 4.844)  0.085
C (5.346, 2.033, 10.693)  -0.207
C (5.743, 3.214, 9.799)  -0.198
C (4.766, 3.234, 8.616)  -0.213
S (3.239, 2.500, 9.225)  0.682
O (3.006, 1.263, 8.510)  -0.334
O (2.200, 3.501, 9.288)  -0.324
C (3.833, 2.118, 10.864)  -0.211
H (5.854, 2.059, 11.655)  0.128
H (5.594, 1.091, 10.208)  0.083
H (5.664, 4.145, 10.362)  0.120
H (6.770, 3.128, 9.449)  0.119
H (4.546, 4.238, 8.262)  0.103
H (5.111, 2.614, 7.790)  0.103
H (3.374, 1.190, 11.197)  0.114
H (3.540, 2.941, 11.516)  0.112
C (5.620, -2.450, 7.576)  -0.217
C (5.528, -3.708, 8.450)  -0.212
C (6.470, -3.508, 9.642)  -0.215
S (6.555, -1.731, 9.919)  0.655
O (7.897, -1.276, 9.657)  -0.316
O (5.899, -1.384, 11.156)  -0.327
C (5.513, -1.268, 8.532)  -0.242
H (4.834, -2.419, 6.822)  0.114
H (6.582, -2.425, 7.060)  0.121
H (4.503, -3.833, 8.805)  0.117
H (5.794, -4.606, 7.893)  0.114
H (6.109, -3.975, 10.554)  0.104
H (7.482, -3.845, 9.427)  0.106
H (5.875, -0.329, 8.119)  0.102
H (4.498, -1.143, 8.908)  0.101

---

# 2
Density functional theory data (wB97M-V/def2-TZVPD) for 5 unconnected molecules or ions with the total composition C35H73N4O5 at a distorted geometry.

E_HOMO	-10.44	eV
Kohn-Sham gap	1.432	eV
2S+1	1
net charge	+3
energy above the lowest of the compared OMol25 structures with the same formula, charge and spin	0.0	kJ/mol

Last column: Löwdin charge in e.
Positions of all 117 atoms, in Å:
C (0.263, 5.362, -6.124)  -0.018
C (0.109, 4.614, -4.746)  -0.477
C (0.285, 5.667, -3.694)  -0.122
C (-0.147, 5.025, -2.338)  -0.128
C (-1.585, 4.424, -2.286)  -0.119
C (-1.976, 3.539, -3.443)  -0.435
N (-1.304, 4.087, -4.705)  0.099
O (-1.817, 3.536, -5.806)  0.159
C (-3.499, 3.615, -3.728)  -0.014
C (-1.527, 2.068, -3.179)  0.008
C (1.163, 3.536, -4.763)  0.003
H (-0.554, 6.019, -6.421)  0.097
H (0.350, 4.691, -6.978)  0.090
H (1.183, 5.945, -6.079)  0.100
H (-0.349, 6.518, -3.944)  0.130
H (1.270, 6.127, -3.784)  0.139
H (-0.021, 5.804, -1.586)  0.120
H (0.569, 4.231, -2.125)  0.101
H (-2.280, 5.260, -2.218)  0.126
H (-1.731, 3.860, -1.365)  0.133
H (-3.746, 4.565, -4.201)  0.100
H (-4.148, 3.254, -2.930)  0.105
H (-3.749, 2.890, -4.503)  0.080
H (-0.506, 1.986, -2.807)  0.088
H (-1.679, 1.307, -3.945)  0.099
H (-2.110, 1.653, -2.357)  0.100
H (1.285, 3.185, -3.739)  0.081
H (2.139, 3.850, -5.132)  0.114
H (0.881, 2.731, -5.442)  0.108
C (8.627, 1.804, -2.772)  0.016
C (9.282, 2.749, -1.739)  -0.512
C (8.384, 3.996, -1.603)  -0.102
C (8.716, 4.939, -0.450)  -0.186
C (8.737, 4.242, 0.871)  -0.151
C (9.622, 2.948, 0.897)  -0.369
N (9.379, 2.159, -0.419)  0.147
O (9.534, 0.753, -0.359)  0.181
C (9.011, 2.184, 2.150)  -0.008
C (11.109, 3.346, 1.148)  0.012
C (10.636, 3.158, -2.148)  -0.010
H (9.047, 0.799, -2.779)  0.097
H (8.811, 2.314, -3.718)  0.102
H (7.544, 1.799, -2.655)  0.100
H (7.339, 3.785, -1.376)  0.133
H (8.502, 4.482, -2.572)  0.139
H (7.955, 5.714, -0.349)  0.127
H (9.609, 5.549, -0.588)  0.120
H (7.696, 4.003, 1.088)  0.125
H (9.027, 4.839, 1.736)  0.138
H (8.018, 1.833, 1.869)  0.094
H (8.804, 2.807, 3.020)  0.100
H (9.655, 1.351, 2.432)  0.091
H (11.709, 2.438, 1.204)  0.100
H (11.219, 3.858, 2.104)  0.108
H (11.550, 4.010, 0.404)  0.076
H (10.629, 3.660, -3.116)  0.117
H (11.312, 2.316, -2.297)  0.121
H (11.181, 3.942, -1.623)  0.091
C (-5.715, -5.099, -1.379)  -0.091
C (-6.841, -5.188, -2.381)  -0.261
C (-8.271, -5.376, -1.767)  -0.104
N (-9.389, -4.852, -2.682)  -0.203
C (-10.700, -5.488, -2.114)  0.037
C (-9.216, -5.367, -4.155)  -0.096
C (-9.924, -4.413, -5.005)  -0.195
C (-9.859, -3.054, -4.352)  -0.127
C (-9.514, -3.284, -2.832)  -0.030
H (-5.966, -5.824, -0.604)  0.083
H (-5.787, -4.109, -0.929)  0.078
H (-4.736, -5.200, -1.847)  0.091
H (-6.624, -6.005, -3.069)  0.112
H (-6.787, -4.278, -2.979)  0.100
H (-8.295, -4.907, -0.784)  0.136
H (-8.366, -6.454, -1.636)  0.135
H (-10.896, -5.197, -1.082)  0.109
H (-10.689, -6.578, -2.114)  0.107
H (-11.471, -5.159, -2.810)  0.104
H (-9.407, -6.437, -4.239)  0.153
H (-8.170, -5.148, -4.370)  0.117
H (-10.962, -4.741, -5.063)  0.118
H (-9.718, -4.284, -6.068)  0.141
H (-10.802, -2.537, -4.531)  0.125
H (-9.026, -2.485, -4.765)  0.117
H (-10.236, -2.915, -2.105)  0.128
H (-8.558, -2.778, -2.693)  0.118
C (-0.526, -5.825, 5.601)  -0.067
C (-0.580, -4.690, 6.654)  -0.219
C (-1.127, -3.295, 6.164)  -0.036
N (-1.011, -2.143, 7.303)  -0.224
C (0.390, -1.679, 7.463)  0.015
C (-1.595, -2.553, 8.684)  -0.094
C (-2.237, -1.334, 9.356)  -0.173
C (-2.070, -0.161, 8.464)  -0.162
C (-1.906, -0.845, 7.100)  -0.074
H (-0.322, -5.468, 4.592)  0.080
H (-1.398, -6.478, 5.622)  0.079
H (0.355, -6.387, 5.911)  0.081
H (0.361, -4.566, 7.189)  0.097
H (-1.105, -4.961, 7.570)  0.096
H (-2.201, -3.328, 5.981)  0.119
H (-0.652, -2.882, 5.274)  0.129
H (0.353, -0.920, 8.244)  0.101
H (0.636, -1.237, 6.498)  0.118
H (0.993, -2.519, 7.808)  0.109
H (-0.903, -3.102, 9.323)  0.137
H (-2.340, -3.313, 8.447)  0.122
H (-1.873, -1.163, 10.369)  0.127
H (-3.282, -1.591, 9.530)  0.125
H (-1.122, 0.306, 8.729)  0.111
H (-2.923, 0.514, 8.536)  0.137
H (-1.501, -0.084, 6.433)  0.133
H (-2.870, -1.227, 6.764)  0.131
O (2.552, -3.034, 0.500)  0.054
C (3.505, -2.246, 0.992)  -0.943
O (4.365, -2.942, 1.567)  -0.044
O (3.506, -1.050, 0.826)  -0.002
H (3.043, -3.768, 0.877)  0.071

---

# 3
Density functional theory data (wB97M-V/def2-TZVPD) for a molecular structure, C35H74Br16OP at a distorted geometry.

E_HOMO	-3.96	eV
Kohn-Sham gap	5.493	eV
2S+1	1
net charge	-1

Last column: Löwdin charge in e.
Positions of all 127 atoms, in Å:
C (2.110, -1.548, 4.502)  -0.114
C (1.573, -1.850, 3.310)  -0.287
P (1.601, -0.561, 1.845)  0.563
C (0.332, -1.568, 0.801)  -0.305
C (-0.932, -2.050, 1.500)  -0.300
C (-1.898, -2.842, 0.583)  -0.220
C (-2.638, -1.896, -0.388)  -0.223
C (-4.077, -2.319, -0.672)  -0.222
C (-4.839, -1.282, -1.534)  -0.267
C (-5.884, -0.519, -0.703)  -0.112
C (3.099, -1.597, 1.134)  -0.350
C (4.439, -1.052, 1.601)  -0.305
C (5.651, -1.694, 0.909)  -0.223
C (5.789, -1.308, -0.582)  -0.211
C (7.264, -1.189, -1.026)  -0.238
C (7.697, 0.282, -1.201)  -0.284
C (9.198, 0.475, -0.976)  -0.122
C (0.184, 0.564, 2.559)  -0.391
O (0.585, 1.919, 2.819)  -0.222
C (0.299, 2.797, 1.769)  -0.224
C (-0.975, 3.601, 2.024)  -0.390
H (2.165, -0.521, 4.857)  0.032
H (2.550, -2.331, 5.123)  0.028
H (1.202, -2.873, 3.193)  0.052
H (2.534, 0.241, 2.631)  0.003
H (1.778, 0.408, 0.713)  0.002
H (0.085, -0.950, -0.071)  0.071
H (0.837, -2.457, 0.401)  0.072
H (-0.686, -2.709, 2.335)  0.039
H (-1.533, -1.222, 1.891)  0.027
H (-2.665, -3.308, 1.203)  0.044
H (-1.343, -3.588, 0.008)  0.109
H (-2.073, -1.811, -1.322)  0.110
H (-2.650, -0.881, 0.030)  0.112
H (-4.597, -2.413, 0.286)  0.097
H (-4.074, -3.284, -1.187)  0.107
H (-4.141, -0.572, -1.982)  0.100
H (-5.321, -1.834, -2.347)  0.055
H (-5.477, -0.364, 0.299)  0.070
H (-6.829, -1.060, -0.636)  0.038
H (-6.087, 0.457, -1.150)  0.064
H (3.015, -2.649, 1.432)  0.069
H (3.053, -1.526, 0.040)  0.066
H (4.525, -1.172, 2.687)  0.094
H (4.477, 0.030, 1.413)  0.093
H (5.585, -2.785, 0.975)  0.106
H (6.561, -1.367, 1.427)  0.096
H (5.289, -2.052, -1.205)  0.101
H (5.277, -0.351, -0.713)  0.102
H (7.934, -1.610, -0.268)  0.097
H (7.450, -1.743, -1.949)  0.054
H (7.423, 0.606, -2.208)  0.046
H (7.167, 0.882, -0.457)  0.105
H (9.778, -0.243, -1.564)  0.068
H (9.518, 1.485, -1.238)  0.061
H (9.437, 0.285, 0.073)  0.068
H (-0.203, 0.127, 3.487)  0.024
H (-0.665, 0.611, 1.860)  0.040
H (1.144, 3.493, 1.675)  0.121
H (0.220, 2.281, 0.805)  0.117
H (-1.042, 4.398, 1.280)  0.078
H (-1.884, 3.004, 1.918)  0.025
H (-0.960, 4.084, 3.004)  -0.176
Br (-2.368, 4.401, 3.462)  0.849
C (-1.543, 3.140, 4.693)  -0.504
C (-1.014, 1.917, 3.997)  -0.649
Br (-2.440, 0.704, 3.477)  0.773
H (-2.299, 2.896, 5.433)  0.050
H (-0.729, 3.685, 5.166)  0.082
H (-0.381, 1.350, 4.676)  0.097
H (-0.457, 2.144, 3.093)  -0.173
Br (-9.385, -0.538, -3.381)  0.607
C (-8.152, -1.776, -4.237)  -0.713
C (-8.458, -3.209, -3.896)  -0.715
Br (-7.882, -3.653, -2.096)  0.641
H (-7.153, -1.482, -3.923)  0.036
H (-8.264, -1.609, -5.306)  0.055
H (-7.894, -3.872, -4.548)  -0.036
H (-9.518, -3.436, -3.957)  0.050
Br (-2.255, -4.720, 3.607)  0.670
C (-2.647, -3.183, 4.723)  -0.676
C (-4.035, -3.186, 5.294)  -0.682
Br (-5.388, -2.722, 3.971)  0.608
H (-2.455, -2.311, 4.104)  0.012
H (-1.919, -3.218, 5.531)  0.066
H (-4.121, -2.425, 6.067)  0.011
H (-4.322, -4.152, 5.697)  0.051
Br (3.203, 7.904, -1.081)  0.617
C (3.121, 6.197, -0.138)  -0.674
C (2.703, 5.069, -1.040)  -0.685
Br (0.800, 5.128, -1.435)  0.624
H (2.442, 6.342, 0.690)  0.047
H (4.126, 6.023, 0.240)  0.062
H (2.874, 4.113, -0.547)  0.064
H (3.222, 5.089, -1.993)  0.025
Br (-5.968, -0.786, 7.731)  0.630
C (-7.512, -1.830, 7.178)  -0.698
C (-8.694, -0.958, 6.854)  -0.696
Br (-9.554, -0.264, 8.457)  0.590
H (-7.720, -2.531, 7.981)  0.050
H (-7.191, -2.370, 6.289)  0.006
H (-9.458, -1.535, 6.339)  0.058
H (-8.417, -0.098, 6.252)  0.053
Br (-7.783, -6.845, -6.902)  0.609
C (-6.317, -6.036, -7.890)  -0.702
C (-5.197, -5.607, -6.979)  -0.685
Br (-5.655, -3.998, -5.991)  0.688
H (-6.738, -5.203, -8.443)  0.048
H (-5.970, -6.799, -8.583)  0.057
H (-4.311, -5.357, -7.558)  0.059
H (-4.949, -6.362, -6.240)  0.053
Br (7.490, -0.946, -4.764)  0.675
C (6.686, 0.357, -5.955)  -0.690
C (7.642, 1.475, -6.287)  -0.701
Br (7.899, 2.683, -4.787)  0.612
H (5.794, 0.713, -5.450)  0.053
H (6.403, -0.182, -6.857)  0.056
H (7.242, 2.082, -7.097)  0.056
H (8.629, 1.110, -6.553)  0.046
Br (5.613, 6.342, -4.004)  0.604
C (6.316, 8.035, -3.368)  -0.706
C (6.326, 9.084, -4.447)  -0.700
Br (7.761, 8.806, -5.732)  0.594
H (7.308, 7.833, -2.976)  0.052
H (5.655, 8.334, -2.557)  -0.006
H (6.507, 10.066, -4.016)  0.056
H (5.400, 9.098, -5.013)  0.050

---

Number 1: E_LUMO -0.1182 Eh, energy -5988.06672 hartree. Number 2: E_LUMO -0.3310 Eh, energy -1971.36175 hartree. Number 3: E_LUMO 0.0563 Eh, energy -42978.30410 hartree.